Run i
{
  "formula": "C7H10",
  "method": "ωB97M-V/def2-TZVPD",
  "orbital_gap_ev": 10.3,
  "smiles": "C#CC1(CC)CC1",
  "homo_energy_ev": -9.19,
  "symbols": ["C", "C", "C", "C", "C", "C", "C", "H", "H", "H", "H", "H", "H", "H", "H", "H", "H"],
  "xyz": [[2.209, 0.420, -0.083], [1.035, -0.412, 0.452], [-0.384, -0.053, -0.006], [-0.968, -0.918, -1.105], [-1.503, -1.042, 0.283], [-0.914, 1.286, 0.193], [-1.565, 2.262, 0.477], [2.197, 0.531, -1.173], [3.151, -0.080, 0.179], [2.242, 1.421, 0.360], [1.199, -1.455, 0.152], [1.073, -0.397, 1.547], [-1.592, -0.476, -1.875], [-0.326, -1.726, -1.445], [-1.275, -1.899, 0.906], [-2.479, -0.598, 0.460], [-2.143, 3.126, 0.721]],
  "lowdin_charge": [-0.099, -0.199, -0.446, -0.082, -0.093, -0.087, 0.120, 0.075, 0.070, 0.070, 0.109, 0.115, 0.107, 0.103, 0.107, 0.107, 0.023]
}

Run ii
{
  "formula": "C7H10",
  "method": "ωB97M-V/def2-TZVPD",
  "orbital_gap_ev": [7.8, 7.8],
  "smiles": "CCC1=C=CCC1",
  "homo_energy_ev": [-7.93, -7.93],
  "symbols": ["C", "C", "C", "C", "C", "C", "C", "H", "H", "H", "H", "H", "H", "H", "H", "H", "H"],
  "xyz": [[2.372, 0.302, 0.225], [1.257, -0.596, 0.754], [-0.091, 0.019, 0.560], [-1.800, -0.024, -1.008], [-1.342, -0.794, 0.289], [-0.320, 1.327, 0.246], [-1.371, 1.378, -0.606], [2.206, 0.529, -0.834], [3.349, -0.180, 0.325], [2.388, 1.254, 0.763], [1.260, -1.571, 0.247], [1.419, -0.823, 1.818], [-2.866, -0.108, -1.246], [-1.244, -0.426, -1.865], [-1.152, -1.867, 0.158], [-2.116, -0.679, 1.056], [-1.948, 2.260, -0.881]],
  "lowdin_charge": [-0.117, -0.218, -0.246, -0.163, -0.121, -0.016, -0.092, 0.078, 0.070, 0.071, 0.115, 0.123, 0.099, 0.108, 0.105, 0.116, 0.087]
}

Run iii
{
  "formula": "C7H10",
  "method": "ωB97M-V/def2-TZVPD",
  "orbital_gap_ev": [7.5, 7.5],
  "homo_energy_ev": [-7.94, -7.94],
  "symbols": ["C", "C", "C", "C", "C", "C", "C", "H", "H", "H", "H", "H", "H", "H", "H", "H", "H"],
  "xyz": [[-1.803, 0.504, -0.059], [-0.967, -0.748, -0.151], [0.491, -0.737, -0.523], [1.089, 0.618, -0.435], [1.367, 0.834, 0.946], [0.673, -0.078, 1.692], [0.109, -1.161, 0.877], [-2.158, 0.769, -1.060], [-2.671, 0.341, 0.587], [-1.232, 1.358, 0.314], [-1.511, -1.606, -0.551], [0.830, -1.419, -1.299], [1.590, 0.936, -2.493], [1.806, 0.804, -3.208], [1.862, 1.719, 1.340], [0.460, 0.039, 2.752], [0.067, -2.174, 1.271]],
  "lowdin_charge": [-0.060, -0.217, -0.261, 0.021, -0.124, -0.010, -0.187, 0.087, 0.080, 0.072, 0.136, 0.140, -0.036, 0.019, 0.092, 0.114, 0.135]
}

Stability check: which of them is most stable? run i.

Run i
{
  "formula": "H80O40",
  "method": "ωB97M-V/def2-TZVPD",
  "orbital_gap_ev": 10.0,
  "homo_energy_ev": -10.36,
  "symbols": ["H", "H", "O", "H", "H", "O", "H", "H", "O", "H", "H", "O", "H", "H", "O", "H", "O", "H", "O", "H", "H", "O", "H", "H", "O", "H", "H", "O", "H", "H", "O", "H", "O", "H", "H", "O", "H", "H", "O", "H", "H", "O", "H", "H", "O", "H", "H", "O", "H", "H", "O", "H", "O", "H", "H", "O", "H", "O", "H", "H", "O", "H", "H", "O", "H", "H", "O", "H", "H", "O", "H", "H", "O", "H", "H", "O", "H", "H", "O", "H", "H", "O", "H", "H", "O", "H", "H", "O", "H", "O", "H", "H", "O", "H", "H", "H", "H", "H", "H", "O", "H", "H", "O", "H", "H", "O", "H", "H", "O", "H", "H", "O", "H", "H", "O", "H", "H", "O", "H", "H"],
  "xyz": [[-0.396, 4.902, -3.614], [-0.190, 3.943, -2.370], [-0.604, 4.025, -3.370], [1.686, -1.270, 4.221], [2.218, -0.673, 5.616], [1.510, -1.241, 5.112], [0.205, 1.774, 2.440], [-1.238, 2.131, 2.588], [-0.517, 1.780, 3.053], [0.028, 0.704, -0.205], [-0.616, 1.335, -1.135], [0.331, 1.144, -0.918], [-3.224, 1.989, -0.243], [-2.877, 0.450, 0.133], [-2.616, 1.414, 0.250], [-3.755, -1.699, -0.103], [-3.310, -2.374, -0.406], [2.056, 3.836, 3.202], [2.203, 4.454, 3.881], [-0.683, -1.999, -0.187], [-0.826, -1.694, -1.692], [-0.892, -1.344, -0.829], [-0.917, -0.134, 3.813], [0.096, -0.204, 2.872], [-0.615, -0.751, 3.275], [3.356, -1.351, -1.810], [4.574, -0.605, -2.218], [3.645, -0.608, -2.410], [0.123, 4.162, 4.547], [-0.597, 3.505, 5.563], [-0.488, 4.355, 5.121], [-2.150, -3.365, -5.488], [-2.115, -2.580, -5.818], [-2.634, 5.369, -2.873], [-3.109, 3.882, -3.222], [-2.924, 4.569, -2.663], [4.658, 0.413, 5.198], [4.689, -0.627, 4.092], [4.198, -0.373, 4.933], [-4.726, -5.149, -1.064], [-3.587, -4.582, -0.319], [-3.944, -5.407, -0.662], [-1.976, 2.639, -5.911], [-0.756, 2.840, -5.048], [-1.489, 2.140, -5.324], [4.550, 0.899, 3.027], [4.126, 0.052, 1.890], [4.785, 0.505, 2.249], [3.044, -3.241, -5.267], [2.851, -1.896, -4.546], [2.646, -2.759, -4.493], [-1.637, -4.839, 4.458], [-1.979, -5.383, 3.709], [-1.464, 0.174, -3.305], [-0.041, 0.020, -3.917], [-0.622, -0.182, -3.209], [-3.644, -1.027, -5.227], [-4.080, -0.191, -5.090], [-5.609, -1.721, 2.225], [-6.441, -1.761, 0.995], [-5.494, -1.487, 1.277], [-1.405, -3.068, 1.541], [0.207, -3.399, 1.435], [-0.588, -2.983, 1.035], [2.474, 2.470, 3.708], [2.487, 1.788, 5.035], [2.825, 1.742, 4.194], [0.182, -1.606, -5.167], [0.376, -1.503, -6.647], [0.067, -0.886, -5.945], [-0.726, -2.146, 4.374], [0.211, -2.853, 4.793], [-0.756, -3.032, 4.804], [-1.750, 4.738, 2.517], [-2.925, 4.823, 1.176], [-2.179, 5.138, 1.741], [-0.837, 0.279, 6.514], [0.714, 0.958, 6.234], [-0.200, 1.153, 6.510], [-5.761, -0.971, -1.128], [-5.371, -0.302, -2.485], [-5.661, -0.126, -1.566], [4.081, 2.233, 0.464], [2.969, 2.861, -0.247], [3.168, 2.159, 0.379], [2.687, -5.559, -1.068], [1.455, -4.814, -0.825], [1.813, -5.294, -1.431], [-5.194, 4.282, -0.857], [-4.391, 3.974, -0.247], [4.331, 4.750, -1.957], [4.554, 3.394, -2.594], [3.929, 3.798, -2.078], [-1.263, -5.851, 3.315], [-2.531, -2.037, -0.936], [-3.445, 0.297, -4.538], [2.079, 5.290, 3.596], [-1.310, -2.188, -5.573], [-3.784, 4.526, -0.826], [-0.870, -3.786, -1.441], [-1.291, -4.274, -0.627], [-1.413, -3.818, -2.238], [0.789, 4.915, 1.538], [1.302, 4.273, 0.992], [-0.076, 4.770, 1.485], [1.696, -2.234, -1.821], [1.051, -3.067, -1.844], [1.517, -1.632, -2.387], [1.672, 1.577, -3.031], [1.018, 1.601, -3.602], [1.586, 0.814, -2.390], [2.223, -0.664, 0.180], [2.287, 0.098, -0.204], [1.696, -1.190, -0.489], [1.846, -3.748, 1.338], [1.579, -3.187, 0.481], [2.653, -3.225, 1.653], [6.113, -1.832, -0.086], [5.710, -2.690, -0.274], [5.582, -1.619, 0.736]],
  "lowdin_charge": [0.015, 0.163, -0.099, -0.023, 0.091, -0.062, 0.038, 0.023, 0.005, -0.047, 0.061, -0.050, 0.016, 0.064, -0.063, -0.105, -0.012, -0.016, 0.020, -0.051, -0.013, -0.068, -0.050, 0.068, -0.008, 0.036, 0.029, -0.051, -0.118, 0.031, 0.016, -0.052, 0.063, -0.017, 0.015, 0.037, 0.035, 0.072, -0.074, -0.010, -0.004, -0.029, -0.017, 0.087, -0.066, -0.037, -0.049, 0.053, 0.084, -0.049, -0.019, 0.019, -0.076, 0.019, 0.001, 0.014, -0.006, -0.048, 0.061, 0.096, -0.084, 0.084, 0.027, -0.057, 0.001, 0.003, 0.013, 0.093, 0.070, -0.099, -0.008, 0.024, -0.095, 0.036, 0.035, -0.069, 0.143, 0.000, -0.117, -0.002, 0.038, -0.057, 0.000, 0.015, -0.017, 0.082, -0.127, 0.022, 0.121, -0.131, 0.114, -0.018, -0.047, 0.004, 0.037, 0.015, -0.003, -0.035, 0.022, -0.086, 0.123, 0.071, 0.010, 0.066, -0.080, -0.030, 0.122, -0.080, -0.024, -0.089, 0.036, -0.019, -0.113, 0.015, -0.096, 0.091, 0.100, -0.070, 0.031, 0.047]
}

Run ii
{
  "formula": "H80O40",
  "method": "ωB97M-V/def2-TZVPD",
  "orbital_gap_ev": 9.9,
  "homo_energy_ev": -10.46,
  "symbols": ["H", "H", "O", "H", "H", "O", "H", "H", "O", "H", "H", "O", "H", "H", "O", "H", "O", "H", "O", "H", "H", "O", "H", "H", "O", "H", "H", "O", "H", "H", "O", "H", "O", "H", "H", "O", "H", "H", "O", "H", "H", "O", "H", "H", "O", "H", "H", "O", "H", "H", "O", "H", "O", "H", "H", "O", "H", "O", "H", "H", "O", "H", "H", "O", "H", "H", "O", "H", "H", "O", "H", "H", "O", "H", "H", "O", "H", "H", "O", "H", "H", "O", "H", "H", "O", "H", "H", "O", "H", "O", "H", "H", "O", "H", "H", "H", "H", "H", "H", "O", "H", "H", "O", "H", "H", "O", "H", "H", "O", "H", "H", "O", "H", "H", "O", "H", "H", "O", "H", "H"],
  "xyz": [[3.343, 5.226, -0.466], [1.808, 5.405, -0.270], [2.506, 5.304, -0.909], [0.207, 6.518, 1.331], [0.453, 5.022, 1.078], [0.367, 5.927, 0.647], [1.626, 0.868, -2.267], [2.113, 1.914, -3.270], [2.112, 0.958, -3.069], [-1.946, -3.145, 5.662], [-1.007, -2.476, 5.009], [-0.974, -3.200, 5.655], [0.016, -1.487, 1.317], [1.697, -1.234, 1.151], [0.810, -0.936, 1.283], [-3.470, 1.068, -0.494], [-3.922, 1.277, -1.302], [-0.497, 1.626, 5.103], [-0.680, 2.515, 4.824], [-0.326, 0.916, -5.474], [0.684, 0.808, -4.230], [-0.071, 1.214, -4.634], [-1.788, 2.948, 0.748], [-1.158, 2.170, 1.753], [-1.954, 2.634, 1.613], [3.126, 0.122, -5.522], [2.148, 0.147, -6.698], [2.501, -0.458, -5.979], [4.674, -3.389, -1.934], [4.809, -2.241, -2.693], [5.383, -2.888, -2.368], [-1.114, -3.388, -0.364], [-0.723, -3.212, -1.231], [-4.889, 3.002, -1.765], [-4.261, 3.424, -3.103], [-4.888, 3.654, -2.446], [5.880, 1.165, -0.271], [5.066, 0.344, 0.672], [5.038, 1.195, 0.231], [1.784, 0.800, 0.250], [2.592, 1.081, 1.440], [2.672, 1.235, 0.491], [-2.414, -1.538, -2.401], [-3.372, -1.325, -3.510], [-3.196, -1.038, -2.621], [-0.155, -1.087, -0.890], [0.745, -0.915, -2.057], [0.387, -0.377, -1.310], [3.192, 3.351, 4.388], [2.772, 2.637, 5.565], [2.414, 2.890, 4.721], [2.724, -3.244, 1.362], [2.936, -2.427, 1.809], [-3.113, -1.444, 3.383], [-2.713, -0.823, 4.805], [-3.210, -1.506, 4.351], [-3.668, 1.333, 2.903], [-4.320, 0.711, 3.089], [-6.071, -0.928, -0.977], [-4.587, -0.754, -1.588], [-5.168, -1.239, -1.028], [-0.861, 2.584, -3.593], [0.243, 3.444, -3.229], [-0.711, 3.375, -3.037], [3.323, 3.862, -4.651], [3.752, 2.279, -4.275], [3.274, 2.934, -4.799], [0.378, -6.497, -0.227], [-0.748, -5.635, -0.376], [-0.314, -6.314, -0.933], [0.615, -1.454, -5.786], [1.531, -1.575, -4.432], [0.660, -1.488, -4.813], [3.903, -0.401, 2.671], [4.558, 0.802, 2.708], [4.766, -0.167, 2.928], [-1.121, 3.519, -0.628], [0.247, 3.302, -1.221], [-0.163, 3.296, -0.303], [-2.677, -5.514, 0.561], [-3.415, -5.243, -0.693], [-2.572, -5.054, -0.296], [2.070, -5.223, -1.671], [0.995, -5.547, -2.421], [1.940, -5.434, -2.577], [-5.505, -2.906, 1.450], [-5.506, -2.848, -0.249], [-5.554, -3.394, 0.565], [-6.127, 2.512, 0.922], [-6.580, 1.671, 0.990], [5.707, 1.207, -2.368], [4.778, 0.302, -1.731], [5.264, 0.408, -2.537], [3.655, -2.025, 1.390], [-3.663, 0.514, -1.927], [-4.932, 0.911, 3.766], [-0.025, 2.702, 4.087], [-0.642, -4.084, -1.628], [-6.005, 1.185, 1.670], [0.076, 4.732, 3.135], [-0.846, 5.186, 2.859], [-0.057, 4.335, 4.036], [0.538, -4.431, 2.788], [0.574, -3.558, 3.283], [0.930, -5.099, 3.369], [-2.208, 0.395, 0.634], [-1.619, 1.163, 0.747], [-1.522, -0.366, 0.568], [3.236, 3.615, 2.179], [3.052, 3.319, 1.295], [4.047, 3.190, 2.409], [-1.676, -2.461, 1.476], [-1.525, -3.373, 1.675], [-2.607, -2.107, 1.387], [-4.043, -1.470, 1.291], [-4.241, -0.554, 1.079], [-4.083, -1.779, 0.369], [5.535, -2.272, 1.166], [5.662, -3.171, 0.847], [6.355, -1.887, 1.350]],
  "lowdin_charge": [0.017, -0.041, -0.054, 0.005, 0.044, -0.056, -0.002, 0.041, -0.038, 0.029, 0.007, -0.077, -0.004, -0.015, -0.071, -0.020, -0.076, 0.026, -0.069, 0.023, -0.024, -0.034, -0.007, 0.019, -0.005, 0.039, 0.093, -0.079, 0.034, -0.019, -0.027, -0.006, -0.045, -0.028, 0.004, -0.045, 0.062, 0.008, -0.074, 0.055, 0.023, -0.086, 0.059, 0.085, -0.006, 0.016, 0.057, -0.076, 0.023, 0.034, -0.045, 0.053, -0.022, 0.013, 0.036, -0.054, 0.004, 0.008, 0.091, -0.018, -0.052, 0.020, 0.037, -0.068, 0.037, 0.029, -0.033, 0.090, 0.000, -0.080, 0.048, 0.022, -0.085, -0.020, 0.068, -0.036, 0.103, 0.052, -0.105, 0.087, 0.061, -0.041, -0.009, -0.001, -0.045, 0.077, 0.003, -0.118, 0.023, -0.081, 0.005, 0.001, -0.019, -0.031, 0.044, 0.049, 0.029, 0.018, 0.037, -0.122, 0.132, 0.027, -0.080, 0.065, 0.047, -0.077, 0.014, 0.074, -0.028, 0.007, 0.014, -0.068, 0.022, 0.008, -0.090, 0.041, 0.038, -0.023, 0.066, 0.027]
}

Stability check: which of them is most stable? run ii.